(1)
Below is a structure of composition C18H19BrCoN5O4, with properties calculated with ωB97M-V with the def2-TZVPD basis set.

Positions of all 48 atoms, in Å:
1 H 3.52 3.62 -3.96
2 H -2.01 1.99 1.96
3 C 1.54 4.44 -4.09
4 O -0.80 1.23 -1.06
5 H 1.81 5.16 -4.85
6 H 1.72 -1.93 2.90
7 H 3.42 -1.49 1.34
8 H 0.91 -1.28 -1.51
9 H -4.43 1.88 1.25
10 H -0.51 5.07 -4.00
11 N -3.69 1.20 1.23
12 C -0.71 -2.01 3.99
13 N -2.38 1.66 1.08
14 C 1.54 -0.49 1.30
15 H -2.29 2.38 0.36
16 O -2.96 -0.64 0.14
17 C -0.25 -1.18 2.81
18 H -1.13 3.37 -2.30
19 C 1.11 -3.31 -0.83
20 C 0.54 -4.32 -0.07
21 C -0.11 3.43 -2.67
22 C 2.50 3.56 -3.59
23 C -4.00 0.02 0.55
24 Co -1.22 0.02 0.39
25 C 0.45 1.56 -1.14
26 H -0.59 -3.07 3.77
27 C 0.24 4.38 -3.62
28 C 2.16 2.63 -2.63
29 N 0.75 0.27 0.60
30 C -1.25 -2.80 0.42
31 C -0.66 -4.04 0.56
32 C 1.04 -1.27 2.38
33 C 0.85 2.56 -2.16
34 O -1.11 -0.39 2.27
35 H 3.14 -0.48 -0.11
36 H 3.53 0.28 1.42
37 N -0.67 -1.83 -0.30
38 C 0.49 -2.09 -0.92
39 Br -1.51 -5.34 1.63
40 C 3.00 -0.56 0.96
41 H -0.12 -1.78 4.88
42 O -5.16 -0.31 0.44
43 H -2.20 -2.56 0.87
44 H -1.76 -1.80 4.20
45 H 2.89 1.96 -2.22
46 N 1.35 1.09 -0.35
47 H 1.01 -5.29 0.03
48 H 2.05 -3.48 -1.36

Values from the calculation:
Net charge: 0
Energy: -5228.86085 a.u.
Highest occupied orbital energy (alpha / beta): -7.70 / -7.70 eV

(2)
Below is an isolated molecule of C18H19ClFN3O3S, with properties calculated with ωB97M-V with the def2-TZVPD basis set.

Positions of all 46 atoms, in Å:
1 H 3.57 -3.78 -2.12
2 H -0.20 -3.09 1.27
3 C -0.06 0.23 3.14
4 C 2.38 -0.13 -1.70
5 H 1.87 0.34 2.10
6 Cl -0.51 -0.27 -3.41
7 C -2.21 0.13 1.80
8 O -3.21 -0.51 1.54
9 H 0.65 -3.05 2.83
10 H 1.82 -0.89 3.38
11 H -1.20 -2.05 3.85
12 H -3.82 1.35 0.42
13 C 3.39 -0.43 -2.60
14 H 2.02 0.87 -1.56
15 F 1.69 -3.43 -0.38
16 C -2.26 2.19 -0.82
17 H -0.03 2.47 -3.96
18 H -0.10 0.09 4.23
19 N 0.93 -1.42 1.60
20 H -0.08 1.30 2.93
21 N -2.06 1.45 1.48
22 C 2.25 -2.44 -1.11
23 H 4.60 -1.97 -3.47
24 O -0.71 -1.47 -0.36
25 H -1.10 1.74 1.32
26 H -2.15 4.32 -0.74
27 H 3.83 0.36 -3.19
28 H -2.10 -2.25 2.33
29 C -1.89 1.05 -1.52
30 C -1.08 3.54 -2.42
31 C 0.07 -2.46 2.12
32 O 0.39 0.67 0.23
33 C 1.81 -1.14 -0.95
34 H -0.77 4.51 -2.77
35 C -1.07 1.17 -2.63
36 H -2.20 0.08 -1.17
37 C 3.82 -1.74 -2.76
38 C -1.19 -1.85 2.78
39 N -1.20 -0.43 2.56
40 C 1.25 -0.41 2.59
41 C 3.25 -2.76 -2.01
42 H -3.32 3.00 0.88
43 S 0.43 -0.77 0.14
44 C -0.66 2.40 -3.09
45 C -2.97 2.03 0.50
46 C -1.86 3.43 -1.28

Values from the calculation:
Net charge: 0
Energy: -2045.56248 a.u.
ΔE to the lowest compared entry with this formula, charge and spin: 0.0 kcal per mole
Highest occupied orbital energy: -8.88 eV
SMILES: O=C(NCc1cccc(Cl)c1)N1CCN(S(=O)(=O)c2ccccc2F)CC1

(3)
Below is a structure of composition C18H19CsI2NO3, with properties calculated with ωB97M-V with the def2-TZVPD basis set.

Positions of all 44 atoms, in Å:
1 H 0.60 3.98 -0.96
2 C 2.94 -1.78 0.72
3 C 4.13 -1.38 1.31
4 H 5.40 0.27 1.80
5 H 3.26 0.88 -2.16
6 C 1.79 4.40 -2.71
7 Cs -1.98 0.79 0.39
8 I -1.10 1.37 4.07
9 H 0.20 0.86 1.67
10 C 4.47 -0.04 1.33
11 I -0.51 -1.75 2.50
12 H -6.30 -1.46 0.99
13 H -6.27 -2.38 -0.52
14 C 1.89 2.36 -1.43
15 H -4.00 -3.52 -1.16
16 O -4.01 -2.32 1.96
17 H 2.68 -2.83 0.70
18 C 2.42 0.51 0.20
19 H 4.80 -2.12 1.74
20 N 0.40 1.80 0.39
21 H -4.23 -4.50 0.31
22 H 1.16 -1.15 -0.28
23 H -6.36 -3.24 1.03
24 C -5.94 -2.37 0.52
25 C 2.09 -0.84 0.18
26 C -4.42 -2.36 0.60
27 C 1.35 3.62 -1.65
28 O -3.00 -1.10 -0.88
29 C 3.63 0.90 0.77
30 H 1.39 5.39 -2.86
31 H -4.34 -3.12 2.37
32 O -4.37 0.02 0.45
33 H -2.74 -3.58 0.07
34 H 1.14 0.26 3.13
35 C 3.28 2.65 -3.37
36 C 0.14 0.29 2.68
37 H 3.90 1.95 0.78
38 C 2.85 1.87 -2.31
39 C 1.45 1.57 -0.24
40 H 3.11 4.52 -4.40
41 C -3.81 -3.58 -0.10
42 C -3.90 -1.03 -0.02
43 C 2.76 3.91 -3.57
44 H 4.05 2.27 -4.03

Values from the calculation:
Net charge: -1
Energy: -1593.32937 a.u.
ΔE to the lowest compared entry with this formula, charge and spin: 32.6 kcal per mole
Highest occupied orbital energy: -3.87 eV

(4)
Below is a structure of composition C18H19F10LiN5OTe, with properties calculated with ωB97M-V with the def2-TZVPD basis set.

Positions of all 55 atoms, in Å:
1 F -1.67 2.99 -0.45
2 H -3.62 -2.89 0.12
3 N -3.30 -0.74 -1.24
4 C -0.61 3.46 0.30
5 C 4.88 -0.88 -2.09
6 H 5.93 -1.10 -1.95
7 C -2.03 -1.01 -0.77
8 O 0.65 -0.86 2.45
9 H 0.29 -2.12 -1.17
10 N -1.18 -0.11 -0.46
11 H -1.50 0.83 -0.69
12 H -4.88 0.60 -1.33
13 F 0.74 -1.88 5.00
14 F 2.17 2.46 2.29
15 Te -0.50 -1.16 3.78
16 C 1.42 4.58 1.71
17 H -4.99 -2.01 -1.37
18 C 3.06 -0.16 0.91
19 Li 0.28 0.37 0.84
20 C 4.05 -0.57 -1.02
21 F -1.38 5.65 -0.31
22 F -2.00 -0.57 2.82
23 N -1.72 -2.37 -0.65
24 C 0.52 5.41 1.06
25 N 2.10 -0.04 0.04
26 C 2.11 -0.30 -2.46
27 C -4.11 -1.70 -1.95
28 F -0.34 0.50 4.62
29 H -3.52 -2.58 -2.19
30 H -2.32 -2.85 1.33
31 N 4.26 -0.48 0.34
32 C -2.56 -3.10 0.29
33 H 2.53 -0.62 -4.53
34 C -0.31 -2.64 -0.42
35 H 1.06 -0.08 -2.58
36 C 2.94 -0.60 -3.53
37 H 0.03 -2.33 0.57
38 H 4.91 -1.12 -4.21
39 C 0.23 2.59 0.92
40 H -0.15 -3.72 -0.53
41 H -3.32 1.32 -1.78
42 C 2.68 -0.29 -1.19
43 C -0.51 4.84 0.33
44 C 4.30 -0.89 -3.35
45 H -3.68 0.97 -0.08
46 F -1.75 -1.49 5.14
47 C 1.24 3.21 1.62
48 H -2.40 -4.17 0.15
49 H -4.47 -1.26 -2.88
50 H 2.93 -0.03 1.98
51 H 5.12 -0.61 0.83
52 F 2.43 5.14 2.42
53 F -0.89 -2.93 3.26
54 F 0.66 6.75 1.12
55 C -3.81 0.61 -1.10

Values from the calculation:
Net charge: -1
Energy: -2320.71677 a.u.
ΔE to the lowest compared entry with this formula, charge and spin: 3.8 kcal per mole
Highest occupied orbital energy: -5.61 eV

(5)
Below is an isolated molecule of C18H19F2N3O5, with properties calculated with ωB97M-V with the def2-TZVPD basis set.

Positions of all 47 atoms, in Å:
1 C -4.96 1.03 -0.23
2 C -3.31 -2.87 -1.62
3 C 2.44 1.40 -0.48
4 H -4.07 -0.06 3.09
5 H -1.81 -2.72 -3.15
6 H -4.05 -3.25 -2.32
7 H 7.31 0.61 -0.90
8 C -2.63 1.34 -0.71
9 C 6.53 0.03 -0.43
10 H -0.13 0.53 -1.91
11 H 2.65 1.40 -1.56
12 C -5.38 -0.20 0.61
13 H 2.94 2.25 0.00
14 H -2.88 -3.70 -1.04
15 H -2.52 -0.40 2.27
16 N -0.82 2.18 0.82
17 C 0.97 1.52 -0.27
18 H -5.92 -0.92 0.00
19 C -3.53 0.00 2.14
20 O 2.85 0.18 0.11
21 C -0.11 1.08 -0.99
22 O -4.05 -2.03 -0.74
23 N -4.20 -0.83 1.16
24 O -2.29 -1.96 0.68
25 H 5.95 -2.77 1.36
26 F 5.03 1.67 -1.16
27 C -3.48 1.46 1.63
28 O 0.52 2.18 0.81
29 F 3.49 -2.05 1.35
30 H -6.01 0.10 1.46
31 C 4.49 -1.36 0.76
32 N -3.63 1.45 0.19
33 O -2.83 1.13 -1.89
34 C -2.21 -2.11 -2.34
35 C -1.23 1.53 -0.25
36 H -5.66 1.86 -0.09
37 H -2.55 1.95 1.90
38 H 7.82 -1.52 0.29
39 C 6.81 -1.15 0.24
40 H -2.60 -1.18 -2.75
41 H -1.40 -1.87 -1.65
42 H -4.90 0.78 -1.29
43 C 5.78 -1.85 0.84
44 C -3.41 -1.62 0.37
45 C 4.16 -0.17 0.10
46 H -4.32 2.04 2.04
47 C 5.23 0.51 -0.49

Values from the calculation:
Net charge: 0
Energy: -1437.47990 a.u.
Highest occupied orbital energy: -9.03 eV
SMILES: CCOC(=O)N1CCN(C(=O)c2cc(COc3c(F)cccc3F)on2)CC1

(6)
Below is an isolated molecule of C18H19FN2, with properties calculated with ωB97M-V with the def2-TZVPD basis set.

Positions of all 40 atoms, in Å:
1 C 3.63 -1.59 -1.80
2 H 1.58 5.48 3.17
3 C 0.73 0.74 0.48
4 N -0.59 0.45 0.42
5 C 2.28 4.08 1.66
6 C 2.07 2.84 0.96
7 C 4.03 -0.70 -0.79
8 H -0.63 4.01 3.45
9 C 1.70 -0.13 -0.26
10 H -2.74 -0.20 -1.66
11 H -4.63 -3.01 -1.55
12 H -0.35 -0.03 -2.18
13 C -1.06 -0.77 -0.33
14 C 0.16 2.48 2.28
15 H -3.04 0.08 0.17
16 H 2.68 2.63 0.06
17 C -3.74 -2.44 0.77
18 H 1.95 -2.37 -2.86
19 C 3.10 -0.10 0.04
20 C 1.39 4.48 2.65
21 H 3.01 4.67 1.37
22 F 5.33 -0.55 -0.65
23 C 2.24 -1.76 -2.03
24 H -2.97 -2.53 1.51
25 C -0.18 -0.92 -1.65
26 C 0.27 3.66 2.91
27 H -0.75 1.86 2.49
28 H -3.42 -2.19 -2.62
29 H -0.50 -1.88 -2.14
30 N -3.06 -2.00 -0.47
31 H -2.93 -3.68 -1.64
32 H 3.53 0.55 0.79
33 C 1.27 -0.96 -1.33
34 C 1.02 1.98 1.25
35 C -3.53 -2.74 -1.66
36 H 4.35 -2.18 -2.31
37 H -1.02 -1.64 0.42
38 C -2.54 -0.64 -0.58
39 H -4.39 -1.61 1.01
40 H -4.25 -3.41 0.64

Values from the calculation:
Net charge: 0
Energy: -906.58552 a.u.
ΔE to the lowest compared entry with this formula, charge and spin: 37.2 kcal per mole
Highest occupied orbital energy: -7.87 eV
SMILES: CN(C)C[C@H]1Cc2ccc(F)cc2C(c2ccccc2)=N1